Run one
# C6H13N

A gas-phase ion, C6H13N (charge +1) (the ωB97M-V functional and the def2-TZVPD basis, the OMol25 dataset).

Results
HOMO (spin up / spin down)	-14.658 / -14.894	eV
⟨S²⟩	0.76
gap between HOMO and LUMO (spin up / spin down)	10.9 / 7.6	eV
total charge	+1
spin multiplicity	2

Each atom is followed by the atoms it is bonded to, with distances in Å.
CARTESIAN COORDINATES (ANGSTROEM)
1 C 1.675 2.153 1.493  C2 1.657, H8 1.131, H9 1.115, H10 1.125
2 C 2.037 0.904 0.467  C1 1.657, C3 1.580, H11 1.124, H12 1.100
3 C 0.779 0.602 -0.439  C2 1.580, C6 1.561, H13 1.155, H14 1.085
4 N -1.729 -0.228 -1.469  C5 1.366, H15 1.003, H16 1.038
5 C -1.068 -1.064 -0.614  N4 1.366, C6 1.379, C7 1.659
6 C 0.038 -0.661 0.103  C3 1.561, C5 1.379, H17 1.071
7 C -2.115 -2.266 -0.152  C5 1.659, H18 1.107, H19 1.140, H20 1.123
8 H 1.299 1.853 2.517  C1 1.131
9 H 2.630 2.663 1.759  C1 1.115
10 H 0.898 2.727 0.915  C1 1.125
11 H 2.910 1.165 -0.193  C2 1.124
12 H 2.127 0.033 1.133  C2 1.100
13 H 1.045 0.327 -1.529  C3 1.155
14 H 0.015 1.319 -0.720  C3 1.085
15 H -1.242 0.248 -2.206  N4 1.003
16 H -2.494 -0.718 -1.970  N4 1.038
17 H 0.339 -1.195 0.981  C6 1.071
18 H -2.496 -2.965 -0.921  C7 1.107
19 H -3.026 -1.834 0.379  C7 1.140
20 H -1.621 -3.063 0.465  C7 1.123

---

Run two
# C6H13N

A gas-phase ion, C6H13N (charge +1) (the ωB97M-V functional and the def2-TZVPD basis, the OMol25 dataset).

Results
HOMO (spin up / spin down)	-14.415 / -15.043	eV
⟨S²⟩	0.77
gap between HOMO and LUMO (spin up / spin down)	10.7 / 7.8	eV
total charge	+1
spin multiplicity	2

Each atom is followed by the atoms it is bonded to, with distances in Å.
CARTESIAN COORDINATES (ANGSTROEM)
1 C -0.235 0.037 2.661  C2 1.532, H8 1.136, H9 1.036, H10 1.075
2 C -1.150 1.084 2.017  C1 1.532, C3 1.564, H11 1.085, H12 1.172
3 C -1.268 1.148 0.458  C2 1.564, C4 1.431, H13 1.102
4 C -0.685 0.122 -0.352  C3 1.431, N5 1.401, H14 1.071
5 N -0.517 -0.142 -1.718  C4 1.401, C6 1.523, H15 0.976
6 C 0.868 -0.210 -2.347  N5 1.523, C7 1.571, H16 1.074, H17 1.119
7 C 1.671 -1.449 -1.808  C6 1.571, H18 1.227, H19 1.107, H20 1.082
8 H -0.875 -0.900 2.602  C1 1.136
9 H -0.110 0.218 3.674  C1 1.036
10 H 0.664 0.017 2.073  C1 1.075
11 H -2.104 1.147 2.529  C2 1.085
12 H -0.790 2.148 2.352  C2 1.172
13 H -1.721 2.079 0.080  C3 1.102
14 H -0.144 -0.535 0.298  C4 1.071
15 H -1.392 -0.099 -2.148  N5 0.976
16 H 1.365 0.686 -2.028  C6 1.074
17 H 0.748 -0.338 -3.452  C6 1.119
18 H 2.496 -1.024 -1.006  C7 1.227
19 H 0.921 -2.080 -1.293  C7 1.107
20 H 2.259 -1.908 -2.592  C7 1.082

---

The least stable of them is run two.